Molecular formula: C4H17LiNO4
Method: DFT, the ωB97M-V functional and the def2-TZVPD basis

Computed properties:
- HOMO-LUMO gap: 0.3566 Ha
- LUMO energy: -0.1199 Eh
- Total charge: +1
- Energy relative to the best compared isomer or geometry (same formula, charge and spin): 0.0 kcal per mole

XYZ file:
```
27
Properties=species:S:1:pos:R:3:lowdin_charge:R:1
Li 1.58 -0.30 0.66 0.66
O 2.89 -1.09 1.87 -0.09
H 3.58 -0.52 2.23 0.08
H 3.36 -1.83 1.46 0.07
O 2.43 -0.90 -1.14 -0.08
H 3.04 -1.64 -1.02 0.06
H 2.29 -0.86 -2.09 0.08
O 1.71 1.68 1.08 -0.08
H 1.29 2.29 1.70 0.08
H 2.31 2.23 0.55 0.08
C -2.41 -1.56 -0.36 -0.04
C -0.99 -0.99 -0.41 -0.42
C -0.93 0.45 -0.86 -0.24
O -1.73 1.25 -0.02 -0.18
C -1.75 2.61 -0.41 -0.09
N -0.21 -1.23 0.84 0.00
H -3.12 -0.89 0.11 0.09
H -2.41 -2.51 0.19 0.08
H -2.78 -1.78 -1.37 0.09
H -0.52 -1.55 -1.22 0.13
H -1.33 0.53 -1.88 0.14
H 0.11 0.81 -0.94 0.10
H -0.84 3.09 -0.05 0.08
H -2.61 3.09 0.05 0.10
H -1.85 2.73 -1.49 0.10
H -0.28 -2.24 0.93 0.09
H -0.81 -0.87 1.59 0.10
```

Molecular formula: C4H7NO
Method: DFT, the ωB97M-V functional and the def2-TZVPD basis

Computed properties:
- HOMO-LUMO gap: 0.4160 Ha
- LUMO energy: 0.0256 Eh
- Energy relative to the best compared isomer or geometry (same formula, charge and spin): 89.0 kcal per mole

XYZ file:
```
13
Properties=species:S:1:pos:R:3:lowdin_charge:R:1
C -0.08 0.18 1.62 -0.11
C 0.65 0.46 0.31 -0.21
C -0.12 -0.02 -0.91 -0.47
O 0.46 0.32 -2.13 0.00
C -0.43 -1.62 -0.87 -0.07
N -1.55 -1.22 -0.86 0.18
H 0.45 0.63 2.46 0.07
H -1.10 0.58 1.60 0.08
H -0.15 -0.90 1.80 0.07
H 1.67 0.05 0.34 0.12
H 0.75 1.54 0.15 0.12
H -1.13 0.43 -0.83 0.11
H 0.58 -0.44 -2.70 0.10
```

Molecular formula: C23H34N2O4
Method: DFT, the ωB97M-V functional and the def2-TZVPD basis

Computed properties:
- HOMO-LUMO gap: 0.3254 Ha
- SMILES: CCOc1ccc(CCNC(=O)[C@H]2CCC(=O)N2C2CCCCC2)cc1OCC
- LUMO energy: 0.0282 Eh
- Energy relative to the best compared isomer or geometry (same formula, charge and spin): 10.1 kcal per mole

XYZ file:
```
63
Properties=species:S:1:pos:R:3:lowdin_charge:R:1
C 3.36 0.87 2.41 -0.05
C 4.54 0.70 1.46 -0.23
H 4.59 1.53 0.76 0.11
H 5.48 0.65 2.02 0.12
O 4.51 -0.54 0.78 -0.04
C 3.46 -0.85 -0.04 -0.20
C 3.12 -2.20 -0.08 0.00
C 2.12 -2.68 -0.90 -0.06
C 1.37 -1.79 -1.67 -0.25
C 1.70 -0.44 -1.64 0.04
C 2.77 0.04 -0.88 -0.18
O 3.23 1.32 -0.94 -0.06
C 2.52 2.33 -1.63 -0.23
C 1.41 2.93 -0.77 -0.05
H 0.78 3.58 -1.37 0.08
H 0.81 2.14 -0.33 0.04
H 1.84 3.51 0.04 0.08
H 2.13 1.96 -2.58 0.11
H 3.28 3.09 -1.85 0.13
H 1.13 0.23 -2.25 0.11
C 0.23 -2.27 -2.54 -0.12
H 0.62 -2.83 -3.39 0.12
H -0.31 -1.41 -2.92 0.11
C -0.73 -3.19 -1.76 -0.16
N -1.03 -2.59 -0.48 0.09
C -2.22 -2.61 0.13 -0.46
O -3.21 -3.17 -0.29 0.08
C -2.21 -1.81 1.45 -0.17
N -1.79 -0.45 1.21 0.02
C -0.52 -0.20 1.58 -0.44
O 0.12 0.80 1.33 0.05
C 0.01 -1.40 2.36 -0.06
C -1.18 -2.36 2.46 -0.09
H -0.91 -3.39 2.23 0.12
H -1.61 -2.34 3.46 0.12
H 0.36 -1.07 3.33 0.13
H 0.86 -1.83 1.83 0.11
C -2.63 0.46 0.46 -0.25
C -2.11 0.67 -0.97 -0.13
C -3.01 1.63 -1.73 -0.19
C -3.13 2.96 -1.00 -0.20
C -3.67 2.74 0.41 -0.20
C -2.75 1.80 1.18 -0.14
H -1.76 2.24 1.27 0.11
H -3.15 1.63 2.19 0.12
H -3.74 3.70 0.93 0.11
H -4.67 2.32 0.35 0.11
H -2.15 3.43 -0.94 0.11
H -3.79 3.63 -1.55 0.11
H -2.62 1.79 -2.74 0.11
H -4.01 1.18 -1.84 0.12
H -1.10 1.08 -0.91 0.10
H -2.06 -0.29 -1.48 0.11
H -3.62 -0.01 0.40 0.16
H -3.23 -1.83 1.85 0.16
H -0.26 -2.08 -0.07 0.11
H -1.66 -3.33 -2.30 0.13
H -0.27 -4.17 -1.61 0.12
H 1.91 -3.73 -0.92 0.11
H 3.69 -2.87 0.54 0.12
H 3.31 0.04 3.11 0.08
H 3.48 1.79 2.98 0.08
H 2.42 0.93 1.87 0.05
```

Molecular formula: C5H13AlNO3
Method: DFT, the ωB97M-V functional and the def2-TZVPD basis

Computed properties:
- HOMO-LUMO gap: 0.2882 Ha
- LUMO energy: 0.1286 Eh
- Total charge: -1

XYZ file:
```
23
Properties=species:S:1:pos:R:3:lowdin_charge:R:1
N 0.65 -2.23 -1.30 0.01
C -0.57 -2.38 -0.51 -0.23
C -0.44 -1.86 0.95 -0.45
O 0.96 -1.66 1.23 -0.10
C -1.21 -0.56 1.14 -0.17
Al -0.03 1.05 0.76 0.20
O 0.33 1.05 -1.03 -0.24
C 0.87 2.36 -1.14 -0.32
C 0.01 3.36 -0.28 -0.33
O -0.84 2.68 0.58 -0.25
H 1.11 -3.13 -1.41 0.05
H 0.41 -1.94 -2.24 0.06
H -0.81 -3.44 -0.44 0.09
H -1.40 -1.89 -0.99 0.10
H -0.81 -2.62 1.63 0.11
H 1.11 -1.92 2.15 0.08
H -2.11 -0.56 0.54 0.04
H -1.47 -0.52 2.20 0.04
H 1.25 1.32 1.70 -0.03
H 1.87 2.32 -0.69 0.07
H 0.96 2.65 -2.19 0.09
H -0.56 3.99 -0.97 0.09
H 0.74 3.93 0.30 0.09
```

Molecular formula: C5H8O
Method: DFT, the ωB97M-V functional and the def2-TZVPD basis

Computed properties:
- HOMO-LUMO gap: 0.3695 Ha
- SMILES: C=CC=O.C=C
- LUMO energy: 0.0106 Eh
- Energy relative to the best compared isomer or geometry (same formula, charge and spin): 53.0 kcal per mole

XYZ file:
```
14
Properties=species:S:1:pos:R:3:lowdin_charge:R:1
C 2.07 -0.34 0.19 -0.07
C 1.38 0.22 -0.80 -0.11
C -1.50 -1.04 -0.33 0.03
C -1.35 0.28 -0.23 -0.19
C -1.04 0.94 1.05 -0.31
O -1.13 2.14 1.22 0.04
H 2.23 0.20 1.12 0.05
H 2.46 -1.34 0.12 0.05
H 1.07 1.25 -0.71 0.05
H 1.13 -0.30 -1.72 0.06
H -1.27 -1.69 0.52 0.07
H -1.81 -1.53 -1.24 0.07
H -1.49 0.94 -1.08 0.11
H -0.75 0.26 1.88 0.12
```

Molecular formula: C16H10BF4MnN2PS4
Method: DFT, the ωB97M-V functional and the def2-TZVPD basis

Computed properties:
- HOMO-LUMO gap (spin up / spin down): 0.2294 / 0.2907 Ha
- Spin multiplicity: 5
- LUMO energy (spin up / spin down): 0.0054 / 0.0593 Eh
- Total charge: -1
- Energy relative to the best compared isomer or geometry (same formula, charge and spin): 12.6 kcal per mole

XYZ file:
```
39
Properties=species:S:1:pos:R:3:lowdin_spin:R:1
Mn 0.96 -0.06 -2.65 4.09
S 0.29 -2.23 -2.83 -0.11
C 0.50 -2.61 -4.53 0.00
C 0.16 -3.93 -4.92 0.00
N -0.14 -5.01 -5.21 0.00
C 0.98 -1.70 -5.40 0.01
S 1.41 -0.09 -4.91 -0.06
C 1.16 -2.03 -6.78 0.00
N 1.29 -2.28 -7.90 0.00
F 1.33 1.84 -2.69 0.06
B 2.09 3.22 -2.63 0.00
F 3.19 3.02 -3.41 0.00
F 1.19 4.12 -3.13 0.00
F 2.37 3.39 -1.30 0.00
S -2.05 1.17 -0.57 0.01
P -0.70 0.35 0.57 0.01
S 1.02 -0.35 -0.34 0.00
C -0.03 1.49 1.83 0.00
C -0.41 1.40 3.17 0.00
C 0.07 2.33 4.08 0.00
C 0.91 3.35 3.66 0.00
C 1.29 3.43 2.33 0.00
C 0.82 2.51 1.41 0.00
C -1.32 -1.06 1.54 0.00
C -0.44 -1.97 2.13 0.00
C -0.94 -3.01 2.90 0.00
C -2.31 -3.15 3.09 0.00
C -3.18 -2.25 2.50 0.00
C -2.69 -1.21 1.73 0.00
H -1.06 0.61 3.50 0.00
H -0.22 2.26 5.12 0.00
H 1.28 4.07 4.38 0.00
H 1.96 4.22 1.99 0.00
H 1.13 2.57 0.38 0.00
H 0.62 -1.87 1.97 0.00
H -0.25 -3.72 3.35 0.00
H -2.69 -3.96 3.69 0.00
H -4.25 -2.36 2.64 0.00
H -3.36 -0.50 1.25 0.00
```